1.
A cluster of 2 separate species, C3H10NOS in total at a distorted geometry, computed with ωB97M-V with the def2-TZVPD basis set.

The energy above the lowest of the compared OMol25 structures with the same formula, charge and spin is 22.84 kcal per mole. The gap between HOMO and LUMO is 0.2605 Ha. The value obtained for the electronic energy is -648.49517 Ha. As for the spin multiplicity: 1. As for the net charge: -1. Its HOMO energy is -3.0332 eV. The molecular weight is 108.2 g/mol.

The geometry in XYZ format:
```
16
Properties=species:S:1:pos:R:3:lowdin_charge:R:1
C 1.352 -0.106 1.073 -0.09
C -0.081 -0.467 1.090 -0.60
C -0.756 0.169 -0.071 -0.68
S -0.740 -0.468 -1.794 0.31
N -0.330 -1.946 1.136 -0.03
H 1.784 -0.431 0.108 0.08
H 1.872 -0.479 1.900 0.05
H 1.361 0.977 1.118 0.07
H -0.501 -0.246 1.997 0.09
H -1.823 0.323 0.154 0.04
H -0.423 1.264 -0.002 0.07
H 0.079 -2.184 0.211 0.01
H -1.406 -2.203 0.917 0.11
H 0.472 2.231 -3.018 0.00
H -0.484 1.294 -2.289 -0.20
O -0.373 2.273 -2.530 -0.23
```


2.
A cluster of 6 separate species, C16H39Cl3O7Si in total, computed with ωB97M-V with the def2-TZVPD basis set.

The gap between HOMO and LUMO is 0.3650 Ha. The value obtained for the electronic energy is -2829.77353 Ha. As for the spin multiplicity: 1. Its structure (SMILES) is CC(=O)OC[Si@H](Cl)/C(Cl)=C(\C)Cl.CCO.CCO.CCO.CCO.CCO. Its HOMO energy is -9.6005 eV. The molecular weight is 477.9 g/mol.

The geometry in XYZ format:
```
66
Properties=species:S:1:pos:R:3:lowdin_charge:R:1
C -0.685 3.256 1.106 0.02
C -0.518 1.841 1.563 -0.54
O 0.429 1.403 2.149 0.12
O -1.603 1.020 1.408 -0.11
C -2.257 0.925 0.130 -0.28
Si -1.122 0.530 -1.325 0.23
Cl -2.278 0.971 -2.955 0.34
C -0.497 -1.220 -1.473 -0.81
Cl 0.102 -1.546 -3.076 0.61
C -0.363 -2.125 -0.493 -0.77
C -0.785 -1.928 0.940 -0.10
Cl 0.362 -3.658 -0.802 0.72
H -1.282 3.790 1.852 0.10
H 0.298 3.721 1.018 0.10
H -1.221 3.336 0.160 0.07
H -2.794 1.853 -0.111 0.07
H -3.018 0.150 0.258 0.10
H 0.029 1.452 -1.336 0.02
H -0.608 -2.838 1.511 0.06
H -0.208 -1.124 1.403 0.08
H -1.846 -1.675 1.004 0.08
C 4.189 -2.129 -1.150 -0.09
C 3.995 -0.648 -0.887 -0.32
O 3.394 0.034 -1.980 -0.09
H 4.801 -2.278 -2.040 0.08
H 4.680 -2.613 -0.304 0.07
H 3.228 -2.622 -1.308 0.05
H 4.957 -0.157 -0.737 0.11
H 3.406 -0.496 0.025 0.10
H 2.525 -0.354 -2.142 0.03
C -5.260 5.974 -0.008 -0.09
C -4.311 4.801 -0.141 -0.32
O -3.672 4.469 1.090 -0.10
H -4.731 6.850 0.369 0.08
H -5.705 6.223 -0.972 0.08
H -6.072 5.740 0.685 0.07
H -3.500 5.042 -0.828 0.11
H -4.838 3.928 -0.544 0.11
H -4.354 4.238 1.730 0.09
C -2.473 0.667 4.694 -0.08
C -1.114 0.912 5.325 -0.32
O -0.101 0.078 4.782 -0.09
H -2.770 -0.374 4.828 0.08
H -3.241 1.309 5.130 0.07
H -2.424 0.868 3.623 0.05
H -1.140 0.688 6.392 0.11
H -0.829 1.966 5.218 0.11
H 0.009 0.298 3.846 0.04
C 3.647 -3.362 3.107 -0.09
C 2.320 -2.850 2.583 -0.32
O 1.341 -3.877 2.464 -0.11
H 4.029 -4.155 2.463 0.08
H 4.382 -2.557 3.146 0.08
H 3.536 -3.764 4.116 0.07
H 2.437 -2.459 1.572 0.09
H 1.947 -2.035 3.213 0.11
H 1.172 -4.241 3.340 0.09
C 1.857 -3.273 -7.176 -0.09
C 2.101 -1.779 -7.268 -0.33
O 0.987 -1.014 -6.824 -0.08
H 0.976 -3.550 -7.756 0.08
H 2.714 -3.831 -7.554 0.07
H 1.692 -3.574 -6.139 0.07
H 2.259 -1.479 -8.304 0.11
H 3.001 -1.506 -6.705 0.11
H 0.818 -1.247 -5.905 0.04
```


3.
A cluster of 2 separate species, C3HBrNO3 in total at a distorted geometry, computed with ωB97M-V with the def2-TZVPD basis set.

The energy above the lowest of the compared OMol25 structures with the same formula, charge and spin is 25.69 kcal per mole. The gap between HOMO and LUMO is 0.2313 Ha. The value obtained for the electronic energy is -2969.40927 Ha. As for the spin multiplicity: 1. As for the net charge: -1. Its HOMO energy is -3.0255 eV. The molecular weight is 178.9 g/mol.

The geometry in XYZ format:
```
9
Properties=species:S:1:pos:R:3:lowdin_charge:R:1
C -0.955 -0.295 -1.352 -0.50
C -0.681 -1.602 -0.815 -0.71
C -0.669 3.332 -1.315 -0.49
N 0.159 -0.612 -0.415 -0.01
O -0.812 -2.796 -0.667 0.00
O -1.084 3.336 -2.381 0.20
O -0.224 3.391 -0.262 0.19
Br -2.659 0.393 -0.308 0.24
H 0.349 -0.329 0.534 0.09
```


4.
A structure of composition CH4NOPS3 at a distorted geometry, computed with ωB97M-V with the def2-TZVPD basis set.

The energy above the lowest of the compared OMol25 structures with the same formula, charge and spin is 58.73 kcal per mole. The gap between HOMO and LUMO is 0.3007 Ha. The value obtained for the electronic energy is -1706.38591 Ha. As for the spin multiplicity: 1. Its HOMO energy is -9.3859 eV. The molecular weight is 173.2 g/mol.

The geometry in XYZ format:
```
11
Properties=species:S:1:pos:R:3:lowdin_charge:R:1
C 0.678 -1.292 -1.134 -1.02
N -0.938 1.137 -0.550 -0.21
O -1.830 -0.040 1.298 -0.28
P -0.607 0.937 0.953 0.08
S 1.767 -0.527 -2.016 0.65
S 0.523 1.845 2.282 0.20
S 0.964 -1.227 0.629 0.64
H -0.277 -1.663 -1.249 -0.02
H -0.249 1.592 -1.061 -0.05
H -2.316 -0.039 0.445 0.07
H 2.285 -0.724 0.405 -0.05
```


5.
The molecule C11H18Si at a distorted geometry, computed with ωB97M-V with the def2-TZVPD basis set.

The energy above the lowest of the compared OMol25 structures with the same formula, charge and spin is 133.59 kcal per mole. The gap between HOMO and LUMO (spin up / spin down) is 0.2740 / 0.2740 Ha. The value obtained for the electronic energy is -719.23020 Ha. As for the spin multiplicity: 1. Its structure (SMILES) is C=C[Si](C=C)=CCCC=C(C)C. Its HOMO energy (spin up / spin down) is -7.6536 / -7.6528 eV. The molecular weight is 178.4 g/mol.

The geometry in XYZ format:
```
30
Properties=species:S:1:pos:R:3:lowdin_charge:R:1
C 1.245 -1.376 0.663 -0.21
C 0.141 -1.927 -0.267 -0.31
C -3.405 -2.241 1.305 -0.04
C -3.595 2.314 -0.306 -0.08
C 2.461 -0.800 -0.030 -0.09
C -0.556 -0.747 -0.846 -0.24
C -3.359 -0.962 0.786 -0.24
C -2.557 1.594 -0.621 -0.29
C 3.959 1.079 -0.915 -0.06
C 1.941 1.652 0.339 -0.05
C 2.691 0.483 -0.228 -0.31
Si -1.942 -0.051 -0.001 0.76
H 1.782 -2.207 1.214 0.12
H 0.703 -0.733 1.331 0.08
H 0.520 -2.653 -1.023 0.11
H -0.601 -2.603 0.293 0.10
H -4.315 -2.741 1.378 0.02
H -2.544 -2.975 1.244 0.06
H -3.661 3.342 -0.557 0.05
H -4.224 2.170 0.449 0.00
H 3.152 -1.400 -0.536 0.09
H 0.041 0.038 -1.266 0.02
H -4.267 -0.457 0.992 0.03
H -1.819 2.039 -1.436 0.10
H 4.523 0.321 -1.616 0.11
H 4.649 1.332 -0.136 0.07
H 3.763 1.819 -1.638 0.04
H 2.063 2.470 -0.264 0.05
H 0.940 1.388 0.382 0.03
H 2.271 1.834 1.309 0.08
```


6.
A structure of composition C25H43NP2Rh at a distorted geometry, computed with ωB97M-V with the def2-TZVPD basis set.

The gap between HOMO and LUMO (spin up / spin down) is 0.1767 / 0.1859 Ha. The value obtained for the electronic energy is -1825.88572 Ha. As for the spin multiplicity: 5. As for the net charge: +1. Its HOMO energy (spin up / spin down) is -7.0274 / -10.6188 eV. The molecular weight is 522.5 g/mol.

The geometry in XYZ format:
```
72
Properties=species:S:1:pos:R:3:lowdin_charge:R:1
Rh -0.415 -0.254 -5.591 0.83
C -0.620 -2.394 0.821 -0.14
C 0.685 -2.389 0.251 -0.14
C 0.643 -0.858 1.977 -0.12
C -0.644 -1.447 1.887 -0.12
C 1.485 -1.491 1.018 -0.13
C -1.761 -3.233 0.391 -0.01
H -1.476 -3.830 -0.483 0.08
H -2.633 -2.613 0.129 0.10
H -2.062 -3.916 1.200 0.11
C -1.807 -1.077 2.715 0.01
H -2.656 -1.739 2.503 0.09
H -2.114 -0.030 2.535 0.09
H -1.579 -1.171 3.786 0.11
C 1.002 0.237 2.901 0.01
H 0.702 0.004 3.933 0.11
H 0.474 1.160 2.615 0.08
H 2.082 0.430 2.893 0.09
C 2.939 -1.274 0.849 0.00
H 3.512 -2.004 1.450 0.12
H 3.229 -0.266 1.190 0.08
H 3.247 -1.392 -0.204 0.09
C 1.142 -3.178 -0.914 0.00
H 1.665 -4.102 -0.614 0.12
H 1.837 -2.602 -1.537 0.09
H 0.291 -3.473 -1.546 0.09
C -1.528 0.649 -6.930 -0.31
C -1.643 -0.804 -7.028 -0.31
C -0.894 -1.545 -8.123 -0.20
C 0.641 -1.357 -8.027 -0.18
C 1.103 -0.760 -6.696 -0.31
C 1.105 0.671 -6.410 -0.32
C 0.727 1.648 -7.522 -0.19
C -0.755 1.486 -7.945 -0.18
H -1.289 -1.283 -9.116 0.11
H 1.062 -0.809 -8.881 0.11
H -1.088 -2.613 -7.983 0.10
H -0.849 1.086 -8.955 0.11
H -2.401 1.166 -6.497 0.09
H -2.608 -1.233 -6.709 0.09
H -1.212 2.486 -7.951 0.11
H 0.851 2.678 -7.168 0.10
H 1.841 1.011 -5.670 0.08
H 1.421 1.531 -8.367 0.11
H 1.082 -2.362 -8.026 0.10
H 1.822 -1.370 -6.127 0.09
P -2.014 1.533 -1.434 0.74
P 1.224 1.675 -1.264 0.85
C -1.102 2.596 -2.600 -0.36
C 0.360 2.949 -2.275 -0.38
H -1.685 3.516 -2.638 0.09
H -1.146 2.103 -3.579 0.06
H 0.944 3.106 -3.196 0.08
H 0.390 3.893 -1.701 0.09
C 1.888 2.755 0.094 -0.29
H 2.581 2.182 0.728 0.02
H 1.069 3.112 0.734 0.02
H 2.428 3.616 -0.335 0.05
C 2.797 1.369 -2.149 -0.29
H 3.163 2.317 -2.559 0.05
H 2.630 0.628 -2.942 0.02
H 3.504 0.964 -1.415 0.03
C -3.708 1.502 -1.969 -0.20
H -4.122 0.506 -1.750 0.06
H -3.738 1.661 -3.056 0.06
H -4.283 2.281 -1.455 0.07
C -1.344 -0.125 -1.749 -0.25
H -0.432 -0.295 -1.172 -0.03
H -1.117 -0.246 -2.818 0.02
H -2.081 -0.878 -1.451 0.04
N -1.537 2.307 1.356 0.02
C -1.756 2.023 0.241 -0.43
```